[1]
{
  "formula": "C54H54F15GeO3PSSeW",
  "method": "ωB97M-V with the def2-TZVPD basis set",
  "species": ["W", "C", "C", "C", "C", "C", "H", "H", "H", "H", "H", "C", "C", "C", "C", "C", "C", "C", "Se", "C", "C", "C", "C", "C", "C", "O", "C", "C", "C", "C", "C", "C", "C", "C", "C", "O", "C", "C", "C", "C", "C", "C", "H", "H", "H", "H", "H", "H", "H", "H", "H", "H", "H", "H", "H", "H", "H", "H", "H", "H", "H", "H", "H", "H", "H", "H", "H", "H", "H", "H", "H", "H", "H", "H", "H", "H", "H", "H", "H", "H", "H", "H", "F", "C", "C", "C", "F", "C", "F", "C", "F", "C", "F", "Ge", "S", "C", "C", "F", "C", "F", "C", "F", "C", "F", "C", "F", "C", "C", "F", "C", "F", "C", "F", "C", "F", "C", "F", "C", "P", "C", "C", "O", "H", "H", "H", "H", "H", "H", "H", "H", "H"],
  "xyz": [[-0.93694, 0.70424, 0.62024], [-2.33351, 2.59483, 1.16352], [-1.21531, 2.67939, 2.02751], [-1.21833, 1.54657, 2.85668], [-2.39269, 0.77956, 2.55201], [-3.08011, 1.43637, 1.52539], [-2.69138, 3.39233, 0.53389], [-0.56007, 3.52617, 2.14850], [-0.62530, 1.44645, 3.75280], [-2.76422, -0.05134, 3.13163], [-4.07873, 1.19733, 1.20147], [5.81826, 2.18457, -3.04126], [4.55138, 1.70380, -3.77265], [4.25939, 2.63042, -4.96242], [4.80194, 0.28060, -4.28025], [3.36784, 1.75144, -2.81121], [2.47187, 0.69955, -2.68133], [1.50811, 0.75040, -1.68755], [0.63902, -0.86557, -1.03582], [-0.94861, -1.58297, -1.88821], [-0.83531, -2.61109, -2.81210], [-1.93443, -3.41480, -3.07238], [-3.13387, -3.11586, -2.41617], [-3.27278, -2.12949, -1.45181], [-2.12208, -1.37347, -1.15969], [-2.07198, -0.44589, -0.16335], [-4.58642, -1.93640, -0.68753], [-5.69152, -2.84890, -1.22257], [-5.07733, -0.48551, -0.85234], [-4.36048, -2.30933, 0.79186], [-1.85000, -4.65063, -3.96210], [-2.75919, -4.46455, -5.18527], [-0.41998, -4.91920, -4.43617], [-2.31817, -5.86857, -3.14242], [1.42406, 1.80988, -0.78302], [0.56646, 1.66403, 0.27070], [2.22869, 2.94517, -0.97853], [3.18035, 2.86535, -1.98561], [2.09778, 4.19006, -0.09749], [2.48032, 3.81696, 1.34756], [0.65746, 4.73348, -0.18226], [3.03343, 5.31333, -0.54683], [6.69649, 1.96168, -3.64673], [5.81201, 3.26026, -2.86542], [5.93362, 1.67416, -2.08302], [5.10888, 2.64140, -5.64619], [3.38116, 2.28781, -5.51357], [4.07774, 3.65336, -4.62793], [5.71265, 0.26821, -4.87732], [4.93689, -0.41370, -3.44844], [3.98783, -0.07325, -4.91544], [2.52085, -0.16720, -3.32536], [0.11638, -2.78006, -3.29494], [-4.00094, -3.71495, -2.65356], [-5.84030, -2.71003, -2.29472], [-5.48044, -3.90030, -1.02250], [-6.62847, -2.60084, -0.72334], [-5.48347, -0.34840, -1.85655], [-5.87916, -0.27654, -0.14088], [-4.27798, 0.24017, -0.71415], [-4.00281, -3.33757, 0.86443], [-3.62594, -1.67099, 1.27453], [-5.30011, -2.23817, 1.34329], [-2.42381, -3.62038, -5.79038], [-2.73135, -5.36139, -5.80484], [-3.79560, -4.28955, -4.89287], [-0.05596, -4.12858, -5.09562], [0.26386, -5.02839, -3.59193], [-0.40112, -5.85174, -4.99845], [-3.38298, -5.82404, -2.91404], [-2.14022, -6.78242, -3.70923], [-1.76494, -5.93789, -2.20384], [3.83430, 3.71259, -2.13097], [1.90384, 2.97240, 1.72355], [3.53576, 3.54156, 1.38029], [2.32712, 4.66794, 2.01465], [-0.08404, 3.93804, -0.13622], [0.47542, 5.44296, 0.62753], [0.52196, 5.26968, -1.12454], [4.08191, 5.02905, -0.44919], [2.83948, 5.61216, -1.57855], [2.86968, 6.18445, 0.08836], [2.05056, -1.38262, 6.53409], [2.33766, -2.47731, 5.80111], [1.86452, -2.51890, 4.50118], [2.15896, -3.62889, 3.73466], [1.72141, -3.69372, 2.47174], [2.90520, -4.67413, 4.25119], [3.18286, -5.73549, 3.50606], [3.36708, -4.60729, 5.55915], [4.08085, -5.59926, 6.05329], [3.08466, -3.50041, 6.34998], [3.52572, -3.43225, 7.59633], [0.81795, -0.94166, 3.98255], [0.00440, -1.10617, 1.93681], [2.14943, 0.55867, 3.91393], [3.32458, 0.20801, 3.25395], [3.40310, -0.98903, 2.65573], [4.40892, 1.05725, 3.14401], [5.50466, 0.67593, 2.50158], [4.32785, 2.32727, 3.69394], [5.34175, 3.16315, 3.58171], [3.15541, 2.73146, 4.30962], [3.03692, 3.97434, 4.76153], [2.09188, 1.85032, 4.41246], [0.97024, 2.31609, 4.97280], [-0.78255, -1.04407, 5.17403], [-1.33075, -0.11131, 6.03764], [-0.76319, 1.08817, 6.17607], [-2.48136, -0.37159, 6.76609], [-2.98319, 0.54881, 7.57763], [-3.11848, -1.59506, 6.62976], [-4.22212, -1.84518, 7.30305], [-2.60181, -2.54958, 5.76479], [-3.21864, -3.71209, 5.60824], [-1.44907, -2.26008, 5.06118], [-0.97633, -3.17734, 4.20264], [-3.11646, 1.29301, -3.46643], [-1.87576, 2.32030, -2.66094], [-0.45867, 2.51058, -3.75117], [-2.59025, 3.95945, -2.43423], [-1.45775, 1.70124, -1.32920], [-3.17373, 1.53351, -4.52914], [-4.09197, 1.47183, -3.01421], [-2.85194, 0.24145, -3.34833], [-0.74017, 3.11630, -4.61418], [-0.11171, 1.53631, -4.09386], [0.34901, 3.00116, -3.20618], [-2.95468, 4.32156, -3.39759], [-1.83020, 4.64728, -2.06481], [-3.43063, 3.92971, -1.74154]],
  "forces_ev_per_angstrom": [[0.3, 0.2, 0.6], [0.0, 0.1, 0.7], [-0.5, 0.1, 0.6], [-0.3, 0.5, 0.1], [-0.5, 0.4, -0.1], [-0.1, 0.2, 0.8], [0.3, -0.2, -0.4], [0.3, -0.2, -0.4], [0.3, -0.2, -0.3], [0.2, -0.3, -0.2], [0.2, -0.3, -0.4], [-0.1, -0.1, 0.0], [0.0, 0.1, -0.1], [0.0, -0.1, 0.0], [-0.1, 0.1, 0.1], [0.0, 0.0, 0.0], [-0.2, 0.0, 0.0], [-0.2, -0.4, 0.2], [-0.3, 0.4, 0.1], [0.3, 0.3, 0.3], [0.1, 0.2, 0.0], [0.0, -0.1, -0.1], [0.1, 0.0, -0.1], [-0.1, 0.3, 0.3], [0.3, -0.1, -0.6], [-2.1, -2.0, -0.4], [0.0, 0.0, 0.0], [0.0, 0.0, 0.0], [0.0, -0.1, 0.0], [0.0, 0.0, -0.2], [-0.1, -0.1, -0.1], [0.1, 0.0, 0.1], [-0.1, 0.1, 0.0], [0.1, 0.1, 0.0], [0.2, -0.3, -0.6], [1.6, 1.5, 0.0], [-0.2, 0.1, 0.3], [0.0, -0.1, -0.2], [0.0, 0.0, 0.1], [-0.1, 0.0, -0.2], [0.1, 0.0, 0.0], [0.0, 0.0, 0.0], [0.0, 0.0, 0.0], [0.0, 0.0, 0.0], [0.0, 0.0, 0.0], [0.0, 0.0, 0.0], [0.0, 0.0, 0.0], [0.0, 0.0, 0.0], [0.0, 0.0, 0.0], [0.0, 0.0, 0.0], [0.0, 0.0, 0.0], [0.1, 0.0, 0.1], [0.0, -0.1, 0.0], [0.1, 0.0, 0.1], [-0.1, 0.0, 0.0], [0.0, 0.0, 0.0], [0.0, 0.0, 0.0], [0.0, 0.0, 0.0], [0.0, 0.0, 0.0], [0.0, 0.0, 0.0], [0.0, 0.0, 0.0], [0.1, 0.1, 0.1], [0.0, 0.0, 0.0], [0.0, 0.0, 0.0], [0.0, 0.0, 0.0], [0.0, 0.0, 0.0], [0.0, 0.0, 0.0], [0.0, 0.0, 0.0], [0.0, 0.0, 0.0], [0.0, 0.0, 0.0], [0.0, 0.0, 0.0], [0.0, 0.0, 0.0], [0.0, 0.0, 0.0], [0.0, 0.0, 0.0], [0.0, 0.0, 0.0], [0.0, 0.0, 0.0], [-0.1, 0.0, 0.0], [0.0, 0.0, 0.0], [0.0, 0.0, 0.0], [0.0, 0.0, 0.0], [0.0, 0.0, 0.0], [0.0, 0.0, 0.0], [0.1, -0.2, 0.1], [-0.1, 0.1, -0.2], [-0.2, 0.3, -0.1], [0.0, 0.1, 0.1], [0.1, -0.1, 0.0], [0.0, 0.0, -0.1], [0.0, 0.0, 0.0], [-0.1, 0.1, 0.0], [0.0, -0.1, 0.0], [0.0, 0.0, 0.0], [0.0, 0.0, 0.0], [0.2, 0.4, 1.0], [-0.1, -0.1, -0.9], [-0.4, -0.4, 0.0], [-0.2, 0.1, 0.0], [0.1, 0.0, 0.0], [0.0, 0.0, 0.0], [0.0, 0.0, 0.0], [-0.1, -0.1, 0.0], [0.0, 0.1, 0.0], [0.0, 0.0, 0.1], [0.0, 0.0, 0.0], [0.1, -0.1, -0.1], [0.1, 0.1, 0.0], [0.4, 0.1, -0.3], [0.0, -0.2, 0.0], [-0.1, 0.0, 0.1], [0.0, 0.1, 0.0], [0.0, 0.0, 0.0], [0.1, 0.0, -0.1], [-0.1, 0.0, 0.1], [0.0, 0.0, 0.0], [0.0, 0.0, 0.0], [0.0, 0.2, -0.1], [-0.1, -0.1, 0.1], [0.2, 0.2, 0.0], [0.1, -0.2, 0.3], [-0.3, 0.0, 0.0], [0.1, -0.2, -0.1], [0.2, 0.1, 0.1], [0.0, 0.0, 0.0], [0.0, 0.0, 0.0], [0.0, 0.0, 0.0], [0.0, 0.0, 0.0], [0.0, 0.0, 0.0], [0.0, 0.0, 0.0], [0.0, 0.0, 0.0], [0.0, 0.0, 0.0], [0.0, -0.1, 0.0]],
  "mulliken_charge": [0.079, -1.007, -0.972, -0.058, -0.626, -1.437, 0.879, 0.817, 0.571, 0.815, 0.879, -1.579, 1.702, -1.606, -1.978, -0.516, -0.461, 0.557, 0.356, 0.456, -0.608, -0.409, -0.230, -0.290, -0.103, 1.737, 2.172, -2.438, -0.935, -1.539, 1.551, -1.634, -2.065, -1.533, -0.022, 0.684, -0.245, -0.400, 2.598, -1.776, -1.090, -2.598, 0.451, 0.380, 0.353, 0.454, 0.330, 0.336, 0.455, 0.438, 0.338, 0.505, 0.642, 0.648, 0.452, 0.427, 0.473, 0.369, 0.541, -0.536, 0.377, 0.090, 0.485, 0.369, 0.459, 0.322, 0.380, 0.427, 0.438, 0.380, 0.456, 0.340, 0.679, -0.213, 0.499, 0.634, -0.278, 0.501, 0.417, 0.455, 0.516, 0.455, -0.384, 0.141, 0.113, -0.085, -0.186, 0.007, -0.288, 0.586, -0.271, 0.229, -0.273, 0.912, -0.886, 0.389, 0.019, -0.439, 0.539, -0.328, 0.541, -0.367, 0.363, -0.401, 0.073, -0.418, 0.395, 0.076, -0.304, 0.238, -0.286, 0.668, -0.281, 0.326, -0.300, 0.042, -0.397, -1.006, 1.002, -0.928, -1.267, -1.628, 0.592, 0.344, 0.071, 0.596, 0.274, 0.116, 0.520, 0.251, 0.353],
  "spin_multiplicity": 1,
  "relative_energy_ev": 1.3139,
  "total_charge": 2,
  "energy_ha": -9098.3386,
  "homo_lumo_gap_ev": 6.54
}


[2]
{
  "formula": "C5H7N",
  "method": "ωB97M-V with the def2-TZVPD basis set",
  "species": ["C", "C", "C", "C", "C", "N", "H", "H", "H", "H", "H", "H", "H"],
  "xyz": [[-3.17945, 0.35280, 0.57844], [0.61066, -1.13638, 0.92723], [-1.15982, -0.52916, -0.87089], [-0.09019, -0.24619, 0.20149], [0.30793, 1.23601, 0.20125], [-2.39603, -0.11069, -0.15766], [1.34467, -0.61926, 1.54364], [0.66515, -2.17565, 0.72620], [-1.18458, 0.04426, -1.83819], [-1.35044, -1.65682, -1.13393], [-0.49200, 1.78780, -0.29607], [1.24058, 1.20331, -0.43750], [0.62655, 1.54449, 1.14899]],
  "forces_ev_per_angstrom": [[0.3, -0.3, -0.5], [-0.4, 2.2, -1.1], [-2.0, -1.8, 0.6], [0.9, -0.2, -1.1], [0.4, -2.0, -2.2], [0.3, 0.1, -0.3], [0.0, -0.8, 0.3], [-0.3, -0.8, 0.3], [0.7, -0.4, 1.1], [0.8, 2.1, 0.6], [0.4, 0.5, 0.5], [-1.0, 0.6, 0.4], [0.0, 0.9, 1.4]],
  "nbo_charge": [0.279, -0.405, -0.271, 0.036, -0.646, -0.544, 0.200, 0.210, 0.238, 0.234, 0.220, 0.222, 0.226],
  "spin_multiplicity": 1,
  "relative_energy_ev": 2.5808,
  "total_charge": 0,
  "energy_ha": -249.3784,
  "homo_lumo_gap_ev": 10.63
}


[3]
{
  "formula": "CH2O3S",
  "method": "ωB97M-V with the def2-TZVPD basis set",
  "species": ["C", "O", "O", "O", "S", "H", "H"],
  "xyz": [[-0.01347, 0.76258, 0.94666], [-1.03651, 0.28837, 0.58599], [0.03735, -1.30315, -2.11409], [1.18536, 0.41222, 0.54929], [-1.37938, -1.14716, -1.70681], [-0.07760, 1.28331, 1.89812], [1.28425, -0.29617, -0.15916]],
  "forces_ev_per_angstrom": [[-0.2, -1.4, 1.6], [-1.7, -0.3, -1.3], [0.2, 0.1, 0.1], [1.9, -0.3, -0.9], [-0.3, -0.3, -0.4], [1.1, 1.1, 0.0], [-1.0, 1.2, 1.0]],
  "nbo_charge": [0.650, -0.596, -0.751, -0.690, 0.740, 0.124, 0.524],
  "spin_multiplicity": 3,
  "s_squared": 2.008,
  "relative_energy_ev": 0.4751,
  "total_charge": 0,
  "energy_ha": -663.1496,
  "homo_lumo_gap_ev": [9.78, 9.94]
}


Q: Number 2 is which compound?
A: C5H7N